C33H51B2F4N7O4SSbSr as an isolated structure, computed with ωB97M-V/def2-TZVPD.

Atoms and positions in Å:
Sr -0.147 0.138 -0.588
C -0.910 3.823 2.254
C -1.013 2.630 1.374
N -0.126 1.720 1.267
O 1.036 1.802 1.998
B 1.862 0.607 1.711
F 3.098 0.768 2.306
F 2.007 0.478 0.273
O 1.322 -0.680 2.246
N 0.229 -1.106 1.509
C -0.771 -1.592 2.136
C -0.815 -1.838 3.603
C -2.015 -1.839 1.277
N -1.924 -1.368 0.094
O -3.023 -1.404 -0.733
B -3.854 -0.127 -0.644
F -4.920 -0.337 -1.453
F -4.154 0.070 0.699
O -3.202 1.137 -1.157
N -2.109 1.536 -0.411
C -2.275 2.368 0.541
C -3.546 3.044 0.907
C -3.203 -2.518 1.862
H 0.126 3.997 2.531
H -1.489 3.671 3.166
H -1.315 4.701 1.756
H 0.035 -1.365 4.091
H -0.796 -2.910 3.802
H -1.739 -1.456 4.031
H -4.369 2.636 0.329
H -3.459 4.116 0.718
H -3.750 2.913 1.969
H -2.952 -3.549 2.111
H -4.027 -2.499 1.156
H -3.513 -2.025 2.781
N -2.198 -8.352 -3.450
C -1.459 -7.605 -2.996
C -0.529 -6.664 -2.436
C 0.667 -6.406 -3.103
C 1.563 -5.501 -2.563
C 1.250 -4.845 -1.371
C 0.046 -5.102 -0.715
C -0.841 -6.017 -1.243
C 2.171 -3.901 -0.818
C 2.952 -3.114 -0.339
H 0.889 -6.913 -4.030
H 2.495 -5.290 -3.064
H -0.191 -4.572 0.195
H -1.781 -6.219 -0.752
C 1.715 1.260 -3.995
C 1.126 -0.058 -4.497
C 1.889 -1.200 -3.820
C 1.387 -0.155 -5.997
Sb -0.940 -0.124 -3.726
C -1.963 1.495 -4.758
C -3.461 1.210 -4.833
C -1.442 1.793 -6.157
C -1.762 2.728 -3.869
C -1.709 -2.051 -4.397
C -1.261 -2.474 -5.789
C -1.195 -3.065 -3.371
C -3.234 -2.066 -4.324
H 2.780 1.302 -4.232
H 1.635 1.386 -2.906
H 1.246 2.128 -4.454
H 2.962 -1.061 -3.971
H 1.626 -2.172 -4.235
H 1.726 -1.262 -2.732
H 2.466 -0.170 -6.164
H 0.992 0.691 -6.549
H 0.979 -1.060 -6.437
H -3.696 0.471 -5.596
H -3.966 2.135 -5.117
H -3.884 0.886 -3.884
H -1.454 0.924 -6.813
H -0.430 2.195 -6.144
H -2.080 2.554 -6.610
H -2.315 2.633 -2.937
H -2.135 3.608 -4.397
H -0.715 2.920 -3.632
H -0.193 -2.686 -5.832
H -1.490 -1.729 -6.551
H -1.783 -3.393 -6.065
H -0.106 -3.101 -3.308
H -1.532 -4.060 -3.668
H -1.600 -2.864 -2.381
H -3.692 -1.528 -5.149
H -3.626 -1.669 -3.391
H -3.561 -3.106 -4.398
C 4.763 -4.906 1.525
N 4.471 -3.743 2.334
C 4.607 -3.764 3.797
C 4.395 -2.290 4.201
N 4.160 -1.642 2.912
C 4.202 -2.519 1.930
S 3.975 -1.935 0.288
H 5.607 -5.423 1.981
H 5.037 -4.594 0.521
H 3.903 -5.570 1.482
H 5.605 -4.130 4.052
H 3.865 -4.436 4.230
H 5.264 -1.855 4.697
H 3.518 -2.160 4.837
H 3.816 -0.688 2.774

The highest occupied orbital energy comes out at -10.31 eV. The relative energy (zero: lowest compared OMol25 entry of this formula, charge and spin) is 12.3 kcal/mol. For the total energy, the calculation gives -3090.6442 Eh. Its total charge is +1. For the LUMO energy, the calculation gives -3.0 eV.

***

A 4-piece molecular cluster, C33H51Br2F5I2O14S overall, computed with ωB97M-V/def2-TZVPD.

Atoms and positions in Å:
C 1.815 0.614 4.566
C 0.429 -0.184 4.218
O -0.169 0.116 2.914
C 0.687 -0.247 1.783
C -0.082 -0.180 0.291
C -0.472 1.390 0.196
C -1.737 2.035 0.938
C -1.741 3.664 0.542
O -0.631 4.344 0.238
O -3.085 4.333 0.532
O 1.169 -0.182 -0.586
C 0.836 -0.776 -1.890
O 1.881 -0.890 -2.680
C -0.776 -1.275 -2.066
C -0.723 -2.710 -2.936
C -1.919 -3.048 -3.969
C -2.502 -4.607 -3.779
S -4.342 -4.662 -4.285
C -1.183 0.089 -2.827
I -3.018 1.202 -2.346
C -1.345 0.050 -4.470
C -1.522 1.634 -5.008
I 0.304 -0.661 -5.681
C -0.863 -1.471 -0.376
C 0.105 -2.745 0.141
Br 1.711 -3.624 -0.779
C -0.021 -3.467 1.455
C 0.947 -4.749 1.922
Br -1.308 -2.982 2.850
C -2.396 -1.894 -0.227
F -2.561 -3.409 -0.118
F -3.264 -1.828 -1.476
C -3.436 -1.251 0.814
F -3.003 -0.495 1.972
F -4.234 -2.399 1.410
F -4.550 -0.433 0.189
H 2.700 -0.185 4.520
H 1.830 1.174 5.594
H 2.112 1.428 3.745
H -0.368 0.174 5.034
H 0.614 -1.321 4.439
H 1.337 -1.198 1.962
H 1.553 0.587 1.800
H -0.451 1.880 -0.888
H 0.449 1.995 0.679
H -1.713 2.044 2.130
H -2.804 1.662 0.647
H -3.631 3.906 -0.219
H 0.323 -2.816 -3.499
H -0.772 -3.669 -2.225
H -2.866 -2.367 -3.936
H -1.534 -3.034 -5.099
H -1.855 -5.371 -4.409
H -2.481 -4.954 -2.661
H -5.059 -4.739 -3.050
H -0.363 0.966 -2.791
H -2.368 -0.450 -4.829
H -2.657 1.880 -5.274
H -0.961 1.794 -6.052
H -1.027 2.412 -4.287
H 0.653 -5.182 2.964
H 0.821 -5.652 1.151
H 2.088 -4.410 2.021
C -4.182 7.583 0.531
C -4.398 6.949 -0.832
O -5.788 6.683 -1.059
C -6.548 7.759 -1.381
O -6.153 8.910 -1.495
O -7.830 7.342 -1.525
C -8.756 8.400 -1.764
H -4.630 6.967 1.318
H -3.115 7.704 0.738
H -4.656 8.568 0.592
H -3.881 5.984 -0.867
H -3.985 7.566 -1.637
H -8.447 9.015 -2.615
H -8.861 9.011 -0.863
H -9.727 7.955 -1.996
C 6.209 3.698 9.218
C 6.544 2.520 8.319
O 5.622 2.430 7.226
C 5.814 3.320 6.221
O 6.693 4.169 6.169
O 4.845 3.124 5.293
C 4.870 4.070 4.226
H 5.165 3.647 9.546
H 6.859 3.711 10.098
H 6.328 4.648 8.690
H 6.448 1.591 8.891
H 7.576 2.568 7.954
H 5.857 4.113 3.755
H 4.575 5.056 4.597
H 4.144 3.751 3.473
C 4.223 -9.356 -5.578
C 4.852 -9.303 -4.197
O 5.129 -7.951 -3.810
C 4.058 -7.224 -3.408
O 2.903 -7.619 -3.345
O 4.485 -5.970 -3.116
C 3.434 -5.069 -2.777
H 4.847 -8.827 -6.306
H 4.094 -10.391 -5.906
H 3.243 -8.869 -5.589
H 5.813 -9.830 -4.217
H 4.228 -9.801 -3.447
H 2.812 -5.467 -1.969
H 2.828 -4.856 -3.663
H 3.886 -4.134 -2.434

The highest occupied orbital energy comes out at -9.12 eV. Its SMILES is CCOC[C@@]1(CCC(=O)O)OC(=O)[C@](CCCS)([C@H](I)[C@@H](C)I)[C@]1(/C(Br)=C(/C)Br)C(F)(F)C(F)(F)F.CCOC(=O)OC.CCOC(=O)OC.CCOC(=O)OC. For the total energy, the calculation gives -8981.7648 Eh. For the LUMO energy, the calculation gives -0.9 eV.

***

C33H51ClINO3P2PdS2 as an isolated structure, computed with ωB97M-V/def2-TZVPD.

Atoms and positions in Å:
Pd -0.713 0.484 0.122
Cl -3.294 6.380 2.896
C -2.865 4.731 2.550
C -3.187 3.747 3.440
C -2.830 2.411 3.203
I -3.374 0.972 4.604
C -2.133 2.014 2.069
O -1.759 0.791 1.858
C -1.853 3.065 1.114
N -1.236 2.681 -0.035
C -0.886 3.570 -0.928
C -1.144 4.943 -0.753
C -1.799 5.357 0.371
C -2.183 4.415 1.351
H -3.718 4.000 4.347
H -0.398 3.192 -1.820
H -0.836 5.646 -1.514
H -2.025 6.403 0.531
C 0.262 -2.070 5.348
C 0.858 -0.665 5.152
C 0.615 -0.142 3.729
C 0.661 -1.315 2.749
C -0.565 -2.225 2.972
C -0.961 -2.251 4.457
P 0.841 -0.869 0.989
C 2.490 -0.062 0.753
C 3.687 -0.748 1.466
C 4.256 0.113 2.589
C 4.777 1.452 2.056
C 3.885 2.003 0.929
C 2.466 1.452 1.021
C 0.986 -2.446 0.047
C 1.928 -3.524 0.615
C 1.639 -4.893 -0.027
C 1.179 -4.727 -1.472
C -0.178 -4.000 -1.522
C -0.368 -3.065 -0.319
H 0.005 -2.225 6.397
H 1.007 -2.834 5.100
H 1.932 -0.688 5.360
H 0.413 0.031 5.867
H 1.349 0.625 3.481
H -0.364 0.327 3.649
H 1.560 -1.903 2.972
H -0.316 -3.237 2.642
H -1.408 -1.879 2.368
H -1.480 -3.185 4.681
H -1.666 -1.442 4.659
H 2.633 -0.177 -0.329
H 4.477 -0.929 0.731
H 3.414 -1.728 1.855
H 5.057 -0.427 3.097
H 3.485 0.288 3.342
H 5.798 1.329 1.688
H 4.828 2.170 2.878
H 4.296 1.724 -0.047
H 3.871 3.094 0.955
H 1.814 1.934 0.290
H 2.041 1.674 2.003
H 1.411 -2.085 -0.896
H 1.825 -3.611 1.700
H 2.964 -3.242 0.418
H 0.858 -5.411 0.536
H 2.531 -5.520 0.031
H 1.111 -5.696 -1.969
H 1.934 -4.153 -2.019
H -0.992 -4.727 -1.544
H -0.253 -3.416 -2.443
H -0.760 -3.624 0.533
H -1.103 -2.294 -0.555
C -0.242 0.119 -5.903
C -0.360 -1.024 -4.915
C -0.609 -2.358 -5.587
O -1.474 -0.827 -4.013
P -1.510 0.163 -2.772
S -2.898 -0.325 -1.505
S 0.357 0.266 -1.951
O -1.751 1.615 -3.420
C -3.076 2.168 -3.629
C -3.820 1.378 -4.688
C -2.876 3.614 -4.025
H 0.596 -0.072 -6.574
H -0.075 1.068 -5.397
H -1.152 0.196 -6.500
H 0.544 -1.083 -4.300
H -1.544 -2.325 -6.147
H -0.678 -3.154 -4.847
H 0.204 -2.587 -6.276
H -3.602 2.099 -2.675
H -3.276 1.408 -5.634
H -4.809 1.809 -4.843
H -3.944 0.338 -4.388
H -2.310 3.678 -4.956
H -2.343 4.162 -3.250
H -3.845 4.091 -4.176

The highest occupied orbital energy comes out at -7.37 eV. The relative energy (zero: lowest compared OMol25 entry of this formula, charge and spin) is 6.8 kcal/mol. For the total energy, the calculation gives -3933.5933 Eh. For the LUMO energy, the calculation gives -0.1 eV.

***

C33H52AuBF4N3Si4Te as an isolated structure, computed with ωB97M-V/def2-TZVPD.

Atoms and positions in Å:
Au 0.162 -0.559 -1.747
C 0.301 -3.582 -5.517
C -0.053 -2.423 -4.814
N 0.760 -1.816 -3.982
C 1.978 -2.334 -3.761
C 2.437 -3.478 -4.429
C 1.555 -4.103 -5.326
C 3.756 -3.981 -4.177
C 4.567 -3.358 -3.302
C 4.126 -2.196 -2.585
C 4.942 -1.569 -1.632
C 4.465 -0.490 -0.940
C 3.147 -0.087 -1.168
N 2.356 -0.665 -2.048
C 2.836 -1.693 -2.784
H -0.412 -4.050 -6.182
H -1.042 -1.986 -4.918
H 1.873 -5.000 -5.844
H 4.076 -4.875 -4.698
H 5.560 -3.737 -3.093
H 5.934 -1.962 -1.442
H 5.050 0.016 -0.185
H 2.699 0.693 -0.569
C -1.491 3.098 4.783
Si -1.620 2.302 3.074
C -2.487 3.545 1.950
C -2.707 0.779 3.220
Si 0.488 1.660 2.275
Te 0.365 -0.473 1.003
Si 1.748 0.831 4.093
C 0.791 -0.564 4.914
C 3.401 0.152 3.498
C 2.142 2.104 5.436
Si 1.623 3.529 1.462
C 0.909 4.251 -0.125
C 1.501 4.886 2.771
C 3.456 3.221 1.138
H -2.495 3.349 5.139
H -0.895 4.013 4.776
H -1.044 2.410 5.505
H -3.378 3.924 2.461
H -2.808 3.083 1.012
H -1.852 4.400 1.706
H -3.738 1.067 3.449
H -2.353 0.113 4.010
H -2.702 0.209 2.288
H 0.574 -1.371 4.211
H -0.155 -0.210 5.331
H 1.386 -0.979 5.734
H 3.252 -0.570 2.692
H 3.901 -0.362 4.325
H 4.065 0.945 3.143
H 1.248 2.567 5.859
H 2.794 2.900 5.070
H 2.672 1.590 6.245
H -0.161 4.453 -0.047
H 1.061 3.587 -0.979
H 1.422 5.196 -0.333
H 0.460 5.181 2.932
H 2.049 5.772 2.433
H 1.912 4.577 3.734
H 3.616 2.408 0.429
H 3.997 2.979 2.056
H 3.899 4.126 0.712
C -3.016 -3.805 -2.335
C -3.278 -3.179 -0.960
C -2.050 -3.312 -0.060
C -3.816 -1.762 -1.070
C -5.107 -1.497 -0.648
C -5.670 -0.233 -0.759
C -4.913 0.794 -1.298
C -3.595 0.614 -1.696
C -2.874 1.799 -2.313
C -1.658 2.315 -1.524
C -2.511 1.548 -3.780
C -3.025 -0.688 -1.586
N -1.781 -1.003 -1.999
H -2.741 -4.855 -2.216
H -2.192 -3.297 -2.837
H -3.903 -3.746 -2.972
H -4.086 -3.755 -0.494
H -1.183 -2.805 -0.480
H -1.770 -4.361 0.057
H -2.232 -2.889 0.930
H -5.689 -2.313 -0.233
H -6.687 -0.053 -0.433
H -5.350 1.782 -1.404
H -3.611 2.607 -2.299
H -0.722 1.895 -1.895
H -1.717 2.064 -0.462
H -1.586 3.403 -1.617
H -1.815 0.710 -3.862
H -2.028 2.429 -4.210
H -3.398 1.316 -4.372
F 1.640 -3.131 -0.758
B 1.613 -4.245 0.132
F 0.989 -5.324 -0.522
F 2.944 -4.577 0.457
F 0.896 -3.888 1.279

The highest occupied orbital energy (spin up / spin down) comes out at -4.03 / -4.36 eV. The relative energy (zero: lowest compared OMol25 entry of this formula, charge and spin) is 0.0 kcal/mol. As for the multiplicity: 3. For the total energy, the calculation gives -3439.3346 Eh. Its total charge is -1. For the LUMO energy (spin up / spin down), the calculation gives 1.9 / 1.4 eV.

***

Record-wise F_max values, in eV/Å: 2.2; 8.8; 0.6; 0.6